One molecule with the formula C5H7NO. Source: the OMol25 dataset; level of theory: ωB97M-V with the def2-TZVPD basis set.

Last columns: bonded neighbours and bond lengths (Å).
Element x y z (Å)
1 H -1.42 1.75 -0.29  C6 1.083
2 C 1.55 0.19 0.19  N3 1.499, C4 1.788, O12 1.246, H13 1.112
3 N 0.41 1.13 0.46  C2 1.499, C6 1.300, H7 1.015
4 C 0.69 -1.30 0.66  C2 1.788, H5 1.082, C10 1.275
5 H 1.30 -2.06 1.13  C4 1.082
6 C -0.48 1.24 -0.48  H1 1.083, N3 1.300, H14 1.087
7 H 0.13 1.23 1.43  N3 1.015
8 H -1.69 -0.95 -1.52  C9 1.088
9 C -1.58 -0.86 -0.45  H8 1.088, C10 1.341, H11 1.090
10 C -0.49 -1.34 0.17  C4 1.275, C9 1.341
11 H -2.46 -0.59 0.13  C9 1.090
12 O 1.94 0.15 -0.99  C2 1.246
13 H 2.24 0.35 1.05  C2 1.112
14 H -0.12 1.05 -1.49  C6 1.087

max |F|: 0.0076 hartree/bohr
E: -8831.725 eV
net charge: 0
Kohn-Sham gap: 8.7 eV
ΔE to the lowest compared entry with this formula, charge and spin: 432.0 kJ/mol